# 1
Below is a cluster of 2 separate species, C3H8O2P in total, with properties calculated with wB97M-V/def2-TZVPD.

Properties
charge = -1
spin multiplicity = 1
highest occupied orbital energy (alpha / beta) = -1.93 / -3.10 eV

XYZ file:
```
14
Properties=species:S:1:pos:R:3:forces:R:3
C 1.283 0.201 1.668 3.159 1.382 -1.846
C 0.571 -1.819 -0.671 -1.965 -2.230 1.582
C -1.936 0.735 -0.623 -0.894 -0.550 -0.704
O 2.790 1.260 -0.414 -0.199 -0.454 0.106
O 1.312 -0.809 -0.983 0.787 1.365 -2.101
P 1.517 0.557 -0.032 0.185 1.309 1.118
H 1.724 1.084 2.164 -0.213 -0.468 0.038
H 0.378 -0.092 2.024 -2.646 -0.943 0.944
H 0.689 -2.035 0.387 -0.449 -0.602 0.167
H -0.461 -2.046 -1.104 1.519 0.624 0.035
H -1.062 0.305 -1.160 -0.940 0.329 0.113
H -2.229 1.723 -0.969 0.542 0.263 -0.089
H -2.892 0.172 -0.696 0.797 -0.248 -0.219
H -1.687 0.764 0.410 0.319 0.223 0.856
```
Forces are in eV/Å.

---

# 2
Below is a cluster of 2 separate species, C3H8O2P in total, with properties calculated with wB97M-V/def2-TZVPD.

Properties
charge = -1
spin multiplicity = 1
highest occupied orbital energy (alpha / beta) = -2.50 / -2.50 eV

XYZ file:
```
14
Properties=species:S:1:pos:R:3:forces:R:3
C 0.549 -0.521 1.113 -0.721 4.232 1.792
C -0.044 -0.808 -1.291 -0.522 3.638 0.311
C -0.625 -0.630 0.132 1.948 -0.286 -0.837
O 1.525 3.067 -0.256 0.465 -0.052 1.507
O -3.177 0.179 -0.451 2.506 0.650 1.335
P -1.938 0.633 0.348 -2.036 -0.573 -1.162
H 0.114 -0.579 2.142 0.393 0.171 -0.410
H 1.295 -1.259 1.106 0.846 -1.290 -0.695
H 1.100 0.546 1.054 -1.238 -2.197 -0.156
H 0.133 -1.793 -1.563 0.461 -1.866 -0.318
H 0.848 -0.177 -1.268 0.278 -0.375 -0.429
H -0.674 -0.326 -2.042 -0.154 -0.306 -0.101
H -1.011 -1.582 0.325 -1.598 -1.472 0.616
H 1.904 3.249 0.652 -0.628 -0.274 -1.452
```
Forces are in eV/Å.

---

# 3
Below is a cluster of 3 separate species, C3H8O2S in total, with properties calculated with wB97M-V/def2-TZVPD.

Properties
spin multiplicity = 1
highest occupied orbital energy = -9.33 eV

XYZ file:
```
14
Properties=species:S:1:pos:R:3:forces:R:3
O -1.354 -1.669 0.558 1.002 1.915 0.396
C -1.059 -0.503 0.831 -1.496 -0.968 -1.339
C -0.131 0.411 0.010 -0.820 0.773 1.127
C 0.437 1.576 1.006 -1.717 -3.257 -0.571
S 1.444 2.693 0.117 1.342 -2.046 -2.233
H -1.692 0.000 1.599 0.578 -0.076 0.130
H -0.763 0.886 -0.788 0.503 -0.467 0.574
H 0.655 -0.206 -0.472 -0.188 0.637 0.380
H -0.451 1.990 1.562 0.971 0.127 -0.807
H 0.958 0.915 1.698 0.511 0.692 0.497
H 2.064 1.012 -1.158 -0.756 2.890 1.903
H 0.047 -3.005 -2.108 0.087 0.085 0.019
H -0.441 -1.945 -1.129 -0.156 -0.233 0.320
O 0.286 -2.154 -1.725 0.140 -0.072 -0.396
```
Forces are in eV/Å.

---

# 4
Below is the molecule C3H8O2SSi, with properties calculated with wB97M-V/def2-TZVPD.

Properties
spin multiplicity = 1
highest occupied orbital energy = -9.09 eV
SMILES = CS[C@H](C)O[SiH]=O

XYZ file:
```
15
Properties=species:S:1:pos:R:3:forces:R:3
C 0.712 -1.848 1.473 -0.449 4.027 -4.204
C -0.056 0.462 0.006 2.019 -0.471 -0.447
C 0.610 1.847 0.288 -0.690 -1.670 -1.043
O -0.718 -1.161 -2.650 0.061 0.068 -0.264
O -1.221 0.722 -0.721 -0.696 0.458 -0.252
Si -1.565 -0.045 -2.075 -0.436 -0.886 -0.299
S -0.512 -0.343 1.563 0.727 -1.544 0.943
H 0.262 -2.559 0.819 -0.406 -0.799 -0.059
H 1.199 -2.230 2.286 0.602 -0.592 2.498
H 0.615 -0.352 -0.524 -1.173 2.006 0.615
H -0.096 2.375 0.859 -1.051 0.774 0.895
H 0.811 2.488 -0.588 0.450 -0.767 0.259
H 1.386 1.577 0.956 1.446 0.478 0.273
H -2.903 0.369 -2.503 0.131 0.156 -0.070
H 1.476 -1.304 0.812 -0.535 -1.238 1.157
```
Forces are in eV/Å.

---

| no. | largest force on an atom (eV/Å) |
| --- | --- |
| 1 | 3.9 |
| 2 | 4.7 |
| 3 | 3.7 |
| 4 | 5.8 |